w | Molecular formula: C2H4N6
Method: DFT, ωB97M-V with the def2-TZVPD basis set

Computed properties:
HOMO level: -9.51 eV
SMILES: [H]/N=c1/nc(N)nn[nH]1
spin multiplicity: 1
gap between HOMO and LUMO: 9.4563 eV

```
12
C2H4N6 | OMol25 | ωB97M-V with the def2-TZVPD basis set
C -1.006 -0.179 0.085
C 1.072 -0.568 -0.099
H -2.965 -0.040 0.111
H -2.299 -1.786 0.025
H 2.058 1.369 0.314
H 2.960 -0.551 0.161
N -2.239 -0.803 -0.168
N -0.977 1.221 0.026
N 0.165 1.710 0.074
N 1.089 0.862 -0.198
N 2.065 -1.144 -0.030
N -0.124 -1.061 0.221
```

=====

x | Molecular formula: C2H4N6
Method: DFT, ωB97M-V with the def2-TZVPD basis set

Computed properties:
HOMO level: -8.17 eV
SMILES: C=N/N=c1/nn[nH][nH]1
spin multiplicity: 1
gap between HOMO and LUMO: 8.1085 eV

```
12
C2H4N6 | OMol25 | ωB97M-V with the def2-TZVPD basis set
C -2.736 -0.186 -0.171
C 0.445 -0.602 0.040
H -3.006 -1.269 -0.420
H -3.579 0.651 -0.438
H 3.044 1.282 -0.053
H 0.498 1.567 0.025
N -1.565 0.257 0.511
N -0.869 -0.870 0.347
N 1.673 -1.339 0.063
N 2.662 -0.695 -0.007
N 2.385 0.562 0.286
N 1.048 0.643 -0.183
```

=====

Which one is most stable, and which one is least stable? w is the most stable of them, while x is the least stable.

=====

w | Molecular formula: C2H9N3O
Method: DFT, ωB97M-V with the def2-TZVPD basis set

Computed properties:
HOMO level: -9.38 eV
SMILES: NC=O.C=N.N
spin multiplicity: 1
gap between HOMO and LUMO: 10.2681 eV

```
15
C2H9N3O | OMol25 | ωB97M-V with the def2-TZVPD basis set
C 0.893 -0.597 -1.659
N -0.228 0.040 -2.056
O 1.731 -0.073 -0.934
H 0.830 0.602 0.423
H -0.913 -0.407 -2.647
H -0.489 0.865 -1.530
H 1.123 -1.492 -2.266
H 0.011 -1.556 0.050
N -0.554 -1.544 0.936
C -0.290 1.570 1.806
N 0.103 1.361 0.644
H 0.075 -1.326 1.698
H -1.226 -0.792 0.867
H -0.189 0.892 2.671
H -0.878 2.457 1.996
```

=====

x | Molecular formula: C2H9N3O
Method: DFT, ωB97M-V with the def2-TZVPD basis set

Computed properties:
HOMO level: -8.76 eV
SMILES: [H]/N=C(\N)NC.O
spin multiplicity: 1
gap between HOMO and LUMO: 9.5799 eV

```
15
C2H9N3O | OMol25 | ωB97M-V with the def2-TZVPD basis set
C 0.266 -1.237 0.679
N 1.081 -0.019 0.584
C 0.600 1.092 -0.077
N 1.470 2.166 0.015
N -0.535 1.081 -0.626
H -0.699 -0.921 0.332
H 0.696 -2.079 0.133
H 0.325 -1.519 1.730
H 2.007 0.024 0.978
H 2.394 2.156 0.391
H 1.208 2.954 -0.523
H -0.896 1.821 -1.209
H -3.096 -1.746 -0.170
H -2.081 -1.586 -1.308
O -2.739 -2.188 -0.929
```

=====

Which one is most stable, and which one is least stable? x is the most stable of them, while w is the least stable.

=====

w | Molecular formula: C3H6N2S
Method: DFT, ωB97M-V with the def2-TZVPD basis set

Computed properties:
HOMO level: -8.60 eV
SMILES: C=CC(=S)NN
spin multiplicity: 1
gap between HOMO and LUMO: 8.5452 eV

```
12
C3H6N2S | OMol25 | ωB97M-V with the def2-TZVPD basis set
C -0.826 -0.634 -0.058
C -0.234 0.829 0.119
C -1.144 1.890 -0.061
H 1.777 -0.394 0.901
H 2.339 -0.671 -0.643
H 0.366 -2.474 -0.339
H 0.973 0.871 0.499
H -2.094 1.550 -0.285
H -0.903 2.919 -0.162
N 1.665 -1.023 0.122
N 0.330 -1.475 -0.185
S -2.249 -1.388 0.093
```

=====

x | Molecular formula: C3H6N2S
Method: DFT, ωB97M-V with the def2-TZVPD basis set

Computed properties:
HOMO level: -9.51 eV
SMILES: CN(C)SC#N
spin multiplicity: 1
gap between HOMO and LUMO: 9.9712 eV

```
12
C3H6N2S | OMol25 | ωB97M-V with the def2-TZVPD basis set
C -1.148 -2.261 -0.623
C 1.559 0.531 0.007
C -0.818 0.825 0.320
N -1.877 -2.645 -1.386
N 0.185 -0.089 -0.271
S 0.018 -1.711 0.479
H 1.632 0.625 1.079
H 2.458 0.051 -0.396
H 1.430 1.509 -0.392
H -1.748 0.373 -0.068
H -0.973 0.982 1.324
H -0.718 1.810 -0.072
```

=====

Which one is most stable, and which one is least stable? x is the most stable of them, while w is the least stable.

=====

w | Molecular formula: C3H6N2S
Method: DFT, ωB97M-V with the def2-TZVPD basis set

Computed properties:
HOMO level (alpha / beta): -7.79 / -7.39 eV
spin multiplicity: 1
gap between HOMO and LUMO (alpha / beta): 8.2288 / 6.9261 eV

```
12
C3H6N2S | OMol25 | ωB97M-V with the def2-TZVPD basis set
C -0.013 1.952 0.562
C -0.567 -2.101 -0.539
C 1.262 1.749 0.095
N -0.881 2.304 1.306
N 1.763 0.670 -0.605
S -1.774 -2.887 0.414
H -0.836 -1.113 -0.544
H 0.024 -2.618 -1.396
H 1.971 2.560 0.490
H 2.767 0.760 -0.537
H -1.934 -3.992 -0.206
H -1.782 2.717 0.960
```

=====

x | Molecular formula: C3H6N2S
Method: DFT, ωB97M-V with the def2-TZVPD basis set

Computed properties:
HOMO level: -8.49 eV
SMILES: C=CN(N)C=S
spin multiplicity: 1
gap between HOMO and LUMO: 8.7107 eV

```
12
C3H6N2S | OMol25 | ωB97M-V with the def2-TZVPD basis set
C -0.710 0.962 0.687
C -1.391 2.077 0.421
C 0.637 -0.769 -0.453
H -1.899 -0.557 -1.610
H -0.700 0.401 -2.283
H -0.211 0.734 1.583
H -1.421 2.904 1.077
H -1.940 2.265 -0.503
H 0.578 -1.210 -1.450
N -1.279 0.233 -1.439
N -0.449 0.051 -0.338
S 1.654 -1.259 0.731
```

=====

Which one is most stable, and which one is least stable? x is the most stable of them, while w is the least stable.

=====

w | Molecular formula: C3H6N2S
Method: DFT, ωB97M-V with the def2-TZVPD basis set

Computed properties:
HOMO level (alpha / beta): -9.07 / -7.73 eV
spin multiplicity: 1
gap between HOMO and LUMO (alpha / beta): 8.9816 / 7.1499 eV

```
12
C3H6N2S | OMol25 | ωB97M-V with the def2-TZVPD basis set
C -2.097 0.348 0.010
C -1.357 -1.090 -0.325
C 2.272 0.596 0.282
N -1.483 1.358 0.276
N 1.068 0.151 -0.342
S 0.323 -1.053 0.309
H -3.224 0.226 0.087
H -1.815 -2.057 -0.031
H -1.449 -0.850 -1.434
H 1.989 1.358 0.994
H 2.907 -0.131 0.782
H 2.866 1.141 -0.608
```

=====

x | Molecular formula: C3H6N2S
Method: DFT, ωB97M-V with the def2-TZVPD basis set

Computed properties:
HOMO level (alpha / beta): -7.74 / -7.78 eV
spin multiplicity: 1
gap between HOMO and LUMO (alpha / beta): 7.7168 / 7.7525 eV

```
12
C3H6N2S | OMol25 | ωB97M-V with the def2-TZVPD basis set
C 0.195 -1.139 0.973
C 1.002 -0.090 1.084
C -0.581 -1.305 -0.274
N 0.714 0.971 -1.006
N -0.088 1.965 -0.875
S 0.258 -0.483 -1.678
H 0.289 -1.954 1.680
H 1.531 0.194 1.982
H -1.028 -2.284 -0.557
H -1.445 -0.487 -0.140
H -1.110 1.746 -0.646
H 0.263 2.867 -0.543
```

=====

y | Molecular formula: C3H6N2S
Method: DFT, ωB97M-V with the def2-TZVPD basis set

Computed properties:
HOMO level: -8.55 eV
SMILES: [H]/N=C(/C)NC=S
spin multiplicity: 1
gap between HOMO and LUMO: 8.6894 eV

```
12
C3H6N2S | OMol25 | ωB97M-V with the def2-TZVPD basis set
C -0.561 -1.947 -1.527
C -0.023 -0.832 -0.799
C -0.763 0.798 0.779
H 0.455 -2.473 -1.874
H -1.074 -2.554 -0.651
H -0.959 -1.615 -2.549
H 1.598 0.216 -0.281
H -1.925 -0.078 -0.561
H -1.757 1.392 0.917
N 1.301 -0.616 -0.821
N -0.997 -0.198 -0.084
S 0.601 1.418 1.288
```

=====

z | Molecular formula: C3H6N2S
Method: DFT, ωB97M-V with the def2-TZVPD basis set

Computed properties:
HOMO level: -8.66 eV
SMILES: [H]/N=C\N(C)C=S
spin multiplicity: 1
gap between HOMO and LUMO: 8.6592 eV

```
12
C3H6N2S | OMol25 | ωB97M-V with the def2-TZVPD basis set
C -1.244 -0.911 0.058
C -0.125 1.263 0.261
C 1.212 -0.712 -0.174
H -2.115 -0.373 -0.410
H -1.460 -1.100 1.142
H -1.069 -1.854 -0.454
H -0.949 1.428 0.889
H 1.362 1.893 -0.719
H 1.122 -1.656 -0.631
N 0.003 -0.110 0.015
N 0.552 2.267 -0.145
S 2.712 -0.136 0.167
```

=====

Which one is most stable, and which one is least stable? z is the most stable of them, while x is the least stable.

=====

w | Molecular formula: C3H6N2S
Method: DFT, ωB97M-V with the def2-TZVPD basis set

Computed properties:
HOMO level: -8.10 eV
SMILES: S=CNN1CC1
spin multiplicity: 1
gap between HOMO and LUMO: 8.4609 eV

```
12
C3H6N2S | OMol25 | ωB97M-V with the def2-TZVPD basis set
C -1.475 -0.860 -1.118
C 1.258 0.813 0.248
C 0.337 0.376 1.458
H -1.529 -1.697 -1.831
H 0.611 -0.910 -1.455
H 1.936 0.243 -0.295
H 1.807 1.833 0.334
H 0.019 0.961 2.433
H 0.335 -0.763 1.572
N -0.279 -0.281 -0.933
N -0.106 0.887 -0.102
S -2.914 -0.602 -0.311
```

=====

x | Molecular formula: C3H6N2S
Method: DFT, ωB97M-V with the def2-TZVPD basis set

Computed properties:
HOMO level: -8.77 eV
SMILES: [H]/N=C\N(C)C=S
spin multiplicity: 1
gap between HOMO and LUMO: 8.9441 eV

```
12
C3H6N2S | OMol25 | ωB97M-V with the def2-TZVPD basis set
C 0.452 -0.291 1.078
C 0.537 0.111 -1.174
C -1.721 0.076 -0.121
H -0.042 -0.471 2.047
H 1.356 -1.018 1.071
H 0.747 0.934 1.242
H -0.001 0.415 -2.125
H 2.266 -0.045 -0.351
H -2.203 -0.201 0.836
N -0.382 -0.235 -0.103
N 1.768 0.121 -1.248
S -2.776 0.604 -1.153
```

=====

Which one is most stable, and which one is least stable? x is the most stable of them, while w is the least stable.